{"formula": "C9H12N2O", "method": "ωB97M-V with the def2-TZVPD basis set", "species": ["C", "C", "C", "C", "C", "C", "C", "C", "C", "N", "N", "O", "H", "H", "H", "H", "H", "H", "H", "H", "H", "H", "H", "H"], "xyz": [[-4.63420, 0.82984, 0.06378], [-3.61092, 0.11119, -0.45777], [-0.06609, 0.51356, -0.17264], [-1.61230, -1.26549, -0.02716], [-1.68794, -2.75644, 0.09561], [2.25936, -0.46605, 0.34437], [1.56829, 1.85339, 1.02446], [1.86406, 1.29820, -1.40249], [1.41754, 0.75378, -0.03715], [-5.56195, 1.47329, 0.32111], [-2.64912, -0.54404, -0.12353], [-0.33793, -0.76884, 0.03443], [-2.48216, -3.05353, 0.77682], [-1.88094, -3.20991, -0.87691], [-0.73414, -3.12217, 0.46762], [2.15378, -1.25430, -0.39826], [3.30945, -0.18846, 0.40581], [1.94819, -0.85860, 1.31110], [2.62068, 2.08772, 1.16593], [1.03999, 2.75096, 0.71432], [1.15341, 1.52379, 1.97575], [1.27392, 2.17085, -1.66959], [2.91428, 1.57787, -1.36050], [1.73473, 0.54339, -2.17511]], "forces_ev_per_a": [[-0.76, 0.56, 0.72], [0.52, -0.34, -1.34], [-0.54, -0.07, 0.04], [-1.33, -0.40, 0.26], [0.11, 0.20, -0.03], [-0.20, 0.12, -0.04], [-0.25, -0.10, -0.12], [-0.21, -0.02, 0.10], [0.12, -0.36, 0.04], [-0.01, 0.00, 0.12], [1.04, -0.19, 0.29], [1.13, 0.69, -0.03], [0.00, 0.00, 0.00], [0.01, -0.05, -0.05], [-0.01, -0.07, 0.03], [0.04, -0.11, -0.02], [0.09, 0.02, 0.01], [0.04, -0.08, 0.06], [0.12, 0.01, -0.01], [-0.04, 0.10, 0.02], [0.02, 0.02, 0.12], [-0.03, 0.08, -0.08], [0.12, 0.02, 0.03], [0.04, -0.05, -0.13]], "nbo_charge": [0.138, 0.158, 0.315, 0.449, -0.658, -0.614, -0.589, -0.591, -0.232, -0.255, -0.266, -0.492, 0.236, 0.233, 0.239, 0.210, 0.212, 0.210, 0.213, 0.224, 0.210, 0.225, 0.214, 0.209], "molar_mass_g_mol": 164.208, "homo_ev": -8.169, "energy_ha": -534.69035, "charge": 0, "relative_energy_ev": 6.014}

***

{"formula": "C9H12N2O", "method": "ωB97M-V with the def2-TZVPD basis set", "species": ["C", "C", "C", "C", "C", "C", "C", "C", "C", "N", "N", "O", "H", "H", "H", "H", "H", "H", "H", "H", "H", "H", "H", "H"], "xyz": [[-0.67043, -2.06131, -0.50049], [-1.57141, -1.12990, -0.23442], [0.62286, -1.38527, -0.44802], [0.28054, -0.07321, -0.22771], [1.88626, 1.12436, -0.08686], [2.06865, -1.89031, -0.42141], [2.83389, -1.02272, 0.64631], [-3.02009, 1.62186, -0.55479], [-1.76553, 1.35727, 0.22856], [-1.04532, 0.16160, -0.11018], [2.91660, 0.36237, 0.17935], [4.12573, 0.82426, 0.28028], [-0.79424, -3.09222, -0.36818], [-2.67633, -1.07806, -0.33914], [1.93176, 2.10492, -0.44607], [2.00363, -2.92722, -0.28620], [2.62418, -1.80415, -1.35648], [2.31675, -1.11568, 1.61365], [3.85022, -1.40130, 0.81468], [-2.98248, 2.08081, -1.53221], [-3.69184, 2.22625, 0.01226], [-3.48726, 0.73714, -0.68234], [-2.04005, 1.41706, 1.31636], [-1.04569, 2.09611, 0.16119]], "forces_ev_per_a": [[2.97, 0.21, 0.77], [-4.21, 2.89, -0.37], [-0.61, 0.64, -0.12], [5.36, 2.89, 0.14], [-3.43, -5.54, 0.14], [-0.69, 2.31, 0.12], [-0.90, -2.55, -0.43], [0.92, 1.94, -0.04], [-0.59, -0.14, 1.43], [0.52, -2.38, -0.37], [0.84, 1.95, 1.07], [-0.91, 0.01, -0.55], [-0.39, -1.32, -0.54], [0.92, -0.91, 0.47], [0.27, 1.16, -0.31], [0.38, -1.53, 1.03], [-0.29, 0.38, -0.29], [-0.02, 0.52, -0.37], [-0.22, 0.59, -0.39], [0.76, 0.12, -0.30], [-0.39, 0.54, 0.58], [-1.81, -2.94, -0.48], [0.22, -0.70, -0.73], [1.31, 1.89, -0.47]], "nbo_charge": [-0.296, -0.054, -0.148, 0.204, 0.037, -0.420, -0.231, -0.610, -0.193, -0.392, 0.052, -0.542, 0.225, 0.202, 0.211, 0.226, 0.220, 0.221, 0.243, 0.217, 0.217, 0.206, 0.195, 0.211], "molar_mass_g_mol": 164.208, "homo_ev": [-8.140, -8.139], "energy_ha": -534.69138, "charge": 0, "relative_energy_ev": 5.986}

***

{"formula": "C9H12N2O3", "method": "ωB97M-V with the def2-TZVPD basis set", "species": ["O", "C", "C", "N", "O", "C", "C", "C", "C", "C", "C", "C", "N", "O", "H", "H", "H", "H", "H", "H", "H", "H", "H", "H", "H", "H"], "xyz": [[0.74626, -0.33638, -3.71846], [0.17631, -0.70716, -2.68745], [0.67960, -1.78848, -1.79979], [1.99128, -1.49512, -1.25031], [1.94841, -0.27092, -0.50327], [1.84071, -0.30512, 0.86997], [0.44082, 0.31853, 1.20731], [0.26873, 1.63461, 0.91657], [-0.93069, 2.20853, 1.31124], [-1.89736, 1.58986, 2.08030], [-1.52683, 0.34755, 2.59735], [-0.38904, -0.38091, 2.12866], [-1.08500, -0.18576, -2.47556], [-1.50714, -0.11837, -1.14542], [0.95808, -2.73310, -2.28603], [-0.04474, -1.83897, -1.00893], [2.49608, -1.23646, -2.09211], [2.70835, 0.31462, 1.17038], [2.03179, -1.31910, 1.20018], [0.98517, 2.24543, 0.43506], [-1.23461, 3.19737, 0.92995], [-2.79445, 2.23840, 2.30422], [-2.17615, -0.18568, 3.32279], [-0.27941, -1.37521, 2.38398], [-1.02084, 0.71183, -2.84698], [-2.38532, -0.52998, -1.04366]], "forces_ev_per_a": [[-0.23, -0.42, 1.55], [0.53, -0.12, -2.81], [0.54, -0.10, 0.85], [0.07, 0.29, 0.95], [0.35, 0.55, -3.29], [-0.64, 0.29, 0.05], [2.79, -2.65, 2.53], [-1.78, 0.43, 0.57], [-0.88, 1.51, -1.13], [0.53, 0.53, 0.48], [-0.61, -1.97, 0.24], [-1.70, 4.55, -1.45], [-0.03, -1.46, 0.92], [-0.25, 0.02, 0.73], [-1.17, 0.14, -0.37], [-0.16, -0.88, 0.52], [0.69, 0.30, 0.25], [-0.72, -0.04, 0.64], [-0.38, -0.27, 0.50], [0.71, 0.18, -0.68], [0.64, -0.29, 0.24], [0.91, -1.45, 0.12], [0.33, 0.50, -0.52], [0.59, -1.78, 0.61], [-0.63, 2.06, -0.82], [0.49, 0.10, -0.66]], "nbo_charge": [-0.594, 0.638, -0.364, -0.298, -0.443, -0.089, -0.005, -0.233, -0.179, -0.245, -0.195, -0.228, -0.329, -0.567, 0.244, 0.221, 0.357, 0.190, 0.192, 0.223, 0.203, 0.227, 0.207, 0.213, 0.372, 0.479], "molar_mass_g_mol": 196.206, "homo_ev": -9.246, "smiles": "O=C(CNOCc1ccccc1)NO", "energy_ha": -685.22039, "charge": 0, "relative_energy_ev": 5.107}

***

{"formula": "C9H12N2O4RhS", "method": "ωB97M-V with the def2-TZVPD basis set", "species": ["Rh", "O", "C", "C", "O", "C", "O", "C", "O", "C", "H", "H", "C", "H", "H", "C", "N", "C", "S", "N", "C", "H", "H", "H", "H", "H", "H", "H", "H"], "xyz": [[-2.20746, -0.73760, -0.14540], [-0.73338, -3.29608, 1.04845], [-1.32508, -2.40987, 0.61616], [-2.41806, 1.15895, -0.86304], [-2.42859, 2.23698, -1.25657], [-2.47082, -0.04040, 1.72239], [-2.31741, 0.43345, 2.75667], [-1.77910, -1.38016, -2.00087], [-1.25002, -1.62810, -2.99270], [-3.87106, -1.99502, -0.00351], [-3.76689, -2.85288, -0.68355], [-4.08856, -2.23151, 1.04816], [-4.26097, -0.72231, -0.53281], [-4.77228, -0.00035, 0.12032], [-4.45057, -0.62184, -1.61133], [3.91731, 0.30592, 1.48925], [2.49379, 0.61364, 1.34620], [1.90505, 0.63584, 0.12534], [0.25366, 0.07692, 0.01363], [2.50221, 1.05599, -1.01658], [3.45945, 2.16245, -1.00225], [4.46154, 0.33587, 0.53702], [3.99004, -0.70738, 1.91102], [4.39755, 1.00338, 2.18782], [1.87793, 0.10290, 2.01728], [1.78868, 1.11947, -1.77637], [4.34146, 1.92249, -1.61023], [2.95752, 3.03128, -1.45286], [3.79407, 2.42796, 0.00836]], "forces_ev_per_a": [[2.74, 0.91, 0.18], [-2.24, 3.13, -1.56], [3.04, -4.96, 2.35], [-0.28, 5.66, -2.08], [-0.09, -3.68, 1.32], [-0.10, 2.89, 7.02], [-0.51, -1.58, -3.46], [2.63, -2.17, -7.16], [-1.91, 0.90, 3.60], [-2.90, 0.07, -0.60], [0.02, 0.33, 0.32], [0.17, 0.06, -0.41], [-2.33, -1.81, 0.26], [0.25, -0.23, -0.30], [0.13, 0.04, 0.43], [1.19, -0.14, 0.49], [-1.97, -1.63, -1.44], [2.06, 0.67, 0.14], [0.66, 0.24, 0.05], [-2.70, 0.07, 1.12], [0.91, 0.84, -0.34], [-0.40, -0.01, 0.25], [0.06, 0.32, -0.10], [-0.21, -0.11, -0.15], [0.85, 1.01, -0.22], [1.26, -0.30, 0.35], [-0.25, -0.05, 0.12], [0.23, -0.22, 0.12], [-0.29, -0.22, -0.30]], "lowdin_spin": [1.822, 0.023, 0.116, 0.115, 0.023, 0.120, 0.028, 0.120, 0.028, 0.117, 0.009, 0.010, 0.116, 0.009, 0.010, 0.015, 0.073, 0.124, 1.002, 0.075, 0.015, 0.001, 0.004, 0.007, 0.004, 0.004, 0.007, 0.004, 0.001], "multiplicity": 5, "molar_mass_g_mol": 347.178, "homo_ev": [-19.375, -20.715], "energy_ha": -1267.98527, "charge": 3, "relative_energy_ev": 1.671}

***

{"formula": "C9H12N2OS", "method": "ωB97M-V with the def2-TZVPD basis set", "species": ["C", "C", "C", "C", "C", "O", "C", "C", "S", "C", "C", "N", "N", "H", "H", "H", "H", "H", "H", "H", "H", "H", "H", "H", "H"], "xyz": [[0.14617, 0.42269, -2.03995], [-0.14890, 0.37364, -0.47784], [-1.38702, -0.41507, -0.04762], [-1.19663, -1.92603, 0.01780], [-0.01344, -2.26317, 0.96031], [-0.36670, -2.60113, 2.36126], [1.05375, -1.30560, 0.99201], [0.98701, -0.15076, 0.36267], [2.25465, 1.16208, 0.58799], [1.25757, 2.45486, -0.20632], [1.14735, 3.69612, 0.35536], [1.12380, 4.69458, 0.90274], [-0.32890, 1.79861, -0.19865], [1.24460, 0.44681, -2.25772], [-0.31954, 1.37360, -2.34983], [-0.39673, -0.43534, -2.68156], [-2.27837, -0.22412, -0.71351], [-1.62485, -0.05439, 0.94474], [-2.17721, -2.25346, 0.31260], [-0.77193, -2.29920, -0.86520], [0.39715, -3.22004, 0.50077], [-1.15210, -2.17646, 2.58015], [1.88549, -1.54560, 1.66354], [1.36148, 2.40545, -1.38697], [-0.69672, 2.04194, 0.68321]], "forces_ev_per_a": [[-0.92, -1.78, -0.73], [-0.07, 0.29, -0.95], [-0.91, 0.48, -1.35], [1.36, 2.04, 1.84], [-1.65, -3.50, 0.50], [2.38, -1.01, -1.93], [1.33, 1.25, 0.52], [1.08, 1.66, -0.19], [-0.37, -0.44, -0.07], [-3.66, -5.28, -4.23], [0.56, 1.56, 0.93], [-0.21, 1.18, 0.48], [2.99, 1.39, -0.94], [-0.98, -0.26, 0.09], [0.28, -0.52, -0.15], [1.45, 1.69, 1.63], [0.97, 0.20, 0.60], [-0.32, 0.11, 0.37], [-0.01, -1.23, 0.01], [-0.55, -0.57, -1.88], [-0.36, 0.75, 1.04], [-2.16, 1.27, 0.55], [-0.25, 0.12, -0.30], [0.38, 0.76, 2.61], [-0.38, -0.15, 1.56]], "nbo_charge": [-0.634, 0.027, -0.386, -0.425, 0.071, -0.717, -0.244, -0.089, 0.262, -0.331, 0.224, -0.255, -0.573, 0.221, 0.239, 0.224, 0.223, 0.202, 0.231, 0.217, 0.182, 0.461, 0.235, 0.273, 0.363], "molar_mass_g_mol": 196.275, "homo_ev": -8.971, "smiles": "C[C@@]12CC[C@H](O)C=C1S[C@H](C#N)N2", "energy_ha": -932.97920, "charge": 0, "relative_energy_ev": 3.102}

***

{"formula": "C9H12N5", "method": "ωB97M-V with the def2-TZVPD basis set", "species": ["C", "C", "C", "C", "C", "C", "C", "C", "C", "N", "N", "N", "N", "N", "H", "H", "H", "H", "H", "H", "H", "H", "H", "H", "H", "H"], "xyz": [[2.37132, -2.43934, -0.53047], [4.35106, 0.00336, 0.95637], [2.44754, -1.03005, -0.56508], [3.38694, -0.23471, -0.00402], [-1.44008, -1.17972, 2.01336], [3.15710, 2.70869, -0.51634], [-0.45172, -1.34490, 0.91855], [-0.93500, -0.63424, -0.38991], [0.07027, -0.86531, -1.48703], [2.33056, -3.58188, -0.43236], [5.11018, 0.41006, 1.73186], [1.59834, 1.04238, -1.11058], [1.38257, -0.23688, -1.07615], [2.68827, 1.40144, -0.62589], [-1.53548, -0.12566, 2.27795], [-2.45340, -1.40077, 1.67974], [-1.13698, -1.78428, 3.00522], [2.39732, 3.34297, -0.94708], [3.37044, 3.03308, 0.42722], [4.20765, 2.97320, -1.12147], [-0.20301, -2.33792, 0.58864], [0.52905, -0.84398, 1.09716], [-1.93126, -1.09569, -0.68108], [-1.15709, 0.51202, -0.15484], [-0.21327, -0.21452, -2.36957], [0.18098, -1.86440, -1.58991]], "forces_ev_per_a": [[0.04, -0.27, 0.24], [1.11, 0.13, 0.46], [0.17, 2.44, 0.97], [-1.99, 3.38, -1.94], [0.21, -0.84, 2.72], [2.73, 2.13, -4.04], [0.84, 1.67, -2.00], [-1.78, 1.12, 1.64], [-0.94, 6.03, -0.32], [-0.02, -0.02, -0.12], [-0.55, -0.44, -0.52], [-0.83, 0.11, -0.47], [1.13, -1.49, -0.35], [1.09, -6.39, 1.80], [0.36, 0.06, 0.23], [0.05, -0.68, 0.13], [-0.93, 1.33, -2.32], [-0.22, 0.29, -0.13], [0.27, 0.30, 2.88], [-2.79, -1.30, 1.24], [-0.16, -0.87, 0.46], [-0.59, -0.43, 0.72], [1.17, 0.61, 0.05], [0.59, -2.32, -0.75], [0.24, -1.56, 0.50], [0.79, -3.02, -1.08]], "nbo_charge": [0.185, 0.144, 0.047, 0.154, -0.618, -0.456, -0.393, -0.413, -0.213, -0.107, -0.098, 0.135, -0.112, -0.044, 0.217, 0.223, 0.237, 0.263, 0.253, 0.266, 0.204, 0.165, 0.247, 0.222, 0.255, 0.235], "molar_mass_g_mol": 190.230, "homo_ev": -14.659, "energy_ha": -623.46884, "charge": 1, "relative_energy_ev": 5.918}